DFT (ωB97M-V/def2-TZVPD) results for a single C9H14N4 molecule in a non-equilibrium geometry.

- structure (SMILES) = C=C(C)[C@@H](C)NNc1cnccn1
- HOMO energy (eV) = -7.88
- E (eV) = -15517.26992
- largest force on an atom (eV/Å) = 4.159
- relative energy (zero: lowest compared OMol25 entry of this formula, charge and spin) (eV) = 3.112
- multiplicity = 1

```
27
Properties=species:S:1:pos:R:3:mulliken_charge:R:1
C -2.8463 2.2414 1.1265 -1.138
C -1.6137 1.8489 0.9328 0.598
C -0.4919 2.5889 1.4650 -1.501
C -1.2782 0.5888 0.1213 0.343
C -0.5404 1.0103 -1.1695 -1.281
N -0.6395 -0.4245 0.9056 -0.438
N -0.4094 -1.6632 0.2410 -0.233
C 0.8341 -1.8991 -0.1949 0.706
C 0.9800 -3.1707 -0.7587 -0.255
N 2.0966 -3.4935 -1.3497 -0.570
C 3.0565 -2.5621 -1.2895 -0.308
C 2.9765 -1.3184 -0.6842 -0.362
N 1.7822 -0.9567 -0.1947 -0.468
H -3.7418 1.8789 0.6255 0.282
H -2.9799 3.1918 1.6112 0.320
H -0.3451 3.4964 0.9312 0.307
H 0.4637 1.9809 1.3826 0.266
H -0.8145 2.8963 2.3960 0.513
H -2.2288 0.1428 -0.2269 0.356
H -0.7122 0.2861 -1.9476 0.420
H 0.6124 1.2632 -1.0412 0.130
H -1.2450 1.8842 -1.4067 0.442
H 0.3138 -0.0513 1.2606 0.411
H -1.1919 -2.2980 -0.0434 0.263
H 0.2239 -3.9453 -0.6635 0.366
H 4.0513 -2.9026 -1.5672 0.339
H 3.6878 -0.6135 -0.4618 0.492
```


DFT (ωB97M-V/def2-TZVPD) results for a molecular structure, C9H14N4O3PtSe in a non-equilibrium geometry.

- HOMO energy (eV) = -7.61
- E (eV) = -90257.68060
- largest force on an atom (eV/Å) = 1.576
- relative energy (zero: lowest compared OMol25 entry of this formula, charge and spin) (eV) = 0.000
- multiplicity = 1

```
32
Properties=species:S:1:pos:R:3:mulliken_charge:R:1
Pt 0.3132 -1.5904 -0.8955 0.346
N -0.7811 -2.0438 -2.5812 -0.546
C -2.2151 -2.1397 -2.1328 -0.406
C -2.4890 -1.3592 -0.8242 0.464
O -3.6092 -0.9260 -0.5959 -0.692
N -1.4127 -1.3482 -0.0298 -0.128
C -1.3062 -0.6872 1.2561 -0.505
C 0.1481 -0.2379 1.5287 0.464
O 0.4113 0.4599 2.4815 -0.640
O 1.0936 -0.7031 0.7070 -0.316
H -0.6567 -1.2142 -3.1532 0.344
H -0.5243 -2.8340 -3.1620 0.308
H -2.4089 -3.1863 -1.8989 0.212
H -2.9048 -1.8195 -2.9100 0.340
H -1.5503 -1.3857 2.0640 0.232
H -1.9780 0.1633 1.3612 0.351
C 3.9981 -2.4106 0.9030 -0.854
N 3.9320 -1.0339 0.4419 0.276
C 4.2628 0.0750 1.1851 -0.383
C 3.8839 1.1550 0.4721 -0.401
N 3.3269 0.6870 -0.6983 0.318
C 2.6745 1.5013 -1.7088 -0.813
C 3.3419 -0.6529 -0.6972 -0.431
Se 2.5574 -1.7908 -1.9680 -0.260
H 4.4952 -2.4207 1.8691 0.324
H 4.5507 -3.0193 0.1926 0.333
H 2.9836 -2.7923 1.0070 0.309
H 4.7002 -0.0031 2.1633 0.422
H 3.9409 2.2040 0.6980 0.417
H 2.9469 2.5400 -1.5417 0.327
H 1.5945 1.3819 -1.6269 0.250
H 2.9962 1.1863 -2.6977 0.341
```


DFT (ωB97M-V/def2-TZVPD) results for a single C9H14N4O3S molecule in a non-equilibrium geometry.

- structure (SMILES) = N[C@@H](Cc1c[nH]cn1)C(=O)N[C@@H](CS)C(=O)O
- HOMO energy (eV) = -9.08
- E (eV) = -32498.28424
- largest force on an atom (eV/Å) = 3.981
- relative energy (zero: lowest compared OMol25 entry of this formula, charge and spin) (eV) = 1.304
- multiplicity = 1

```
31
Properties=species:S:1:pos:R:3:mulliken_charge:R:1
N 0.8528 3.0588 0.4769 -0.697
C 0.6875 1.7114 0.1032 0.028
C 1.7229 0.8323 0.8465 -0.818
C 2.3485 -0.1814 0.0678 0.236
C 3.7098 -0.5296 0.0694 -0.735
N 3.8092 -1.4272 -0.9285 -0.109
C 2.5878 -1.5843 -1.5672 -0.491
N 1.6938 -0.8771 -0.9036 -0.269
C -0.7906 1.1980 0.1699 0.591
O -1.7031 1.7272 0.7889 -0.780
N -0.9614 0.0368 -0.5135 -0.159
C -2.1469 -0.7981 -0.5216 -0.707
C -2.6352 -1.1908 0.9066 -0.331
S -1.4269 -2.3043 1.8010 -0.269
C -3.3513 -0.2126 -1.3110 0.252
O -3.9637 -0.8023 -2.1542 -0.540
O -3.7355 1.0193 -0.7881 -0.532
H 0.1852 3.6066 -0.0186 0.307
H 0.6883 3.1106 1.4901 0.256
H 1.0553 1.6368 -0.9605 0.451
H 1.3157 0.4501 1.7678 0.268
H 2.5562 1.4065 1.1139 0.452
H 4.4124 -0.1082 0.7171 0.483
H 4.6531 -1.7413 -1.3028 0.171
H 2.2869 -2.2470 -2.3992 0.414
H -0.1606 -0.4261 -0.7828 0.593
H -1.7920 -1.7445 -0.9075 0.688
H -2.6825 -0.2472 1.4789 0.324
H -3.7219 -1.6555 0.7984 0.418
H -2.4478 -3.0009 2.5992 0.160
H -3.0462 1.2841 -0.1367 0.344
```


DFT (ωB97M-V/def2-TZVPD) results for a single C9H14N4O4 molecule in a non-equilibrium geometry.

- structure (SMILES) = N[C@@H](Cc1c[nH]cn1)C(=O)N[C@@H](CO)C(=O)O
- HOMO energy (eV) = -9.02
- E (eV) = -23709.75672
- largest force on an atom (eV/Å) = 4.154
- relative energy (zero: lowest compared OMol25 entry of this formula, charge and spin) (eV) = 2.180
- multiplicity = 1

```
31
Properties=species:S:1:pos:R:3:mulliken_charge:R:1
N -1.3964 -0.5752 0.8171 -0.774
C -0.5684 0.1203 -0.1486 0.174
C -0.6163 1.6022 -0.0464 -0.402
C -1.9528 2.1952 -0.5111 0.292
C -2.1620 3.3672 -1.2169 -0.565
N -3.5494 3.6329 -1.1955 -0.084
C -4.0596 2.6183 -0.4419 -0.400
N -3.1173 1.7794 0.0039 -0.514
C 0.8738 -0.3970 -0.1194 0.038
O 1.8296 0.2645 -0.4251 -0.678
N 0.8900 -1.7102 0.4090 -0.102
C 2.1298 -2.5052 0.6155 0.131
C 2.6693 -2.8406 -0.8012 -0.652
O 2.0181 -3.9414 -1.3777 -0.565
C 3.1265 -1.5948 1.4639 0.396
O 4.3227 -1.5995 1.4982 -0.587
O 2.4071 -0.7545 2.2818 -0.413
H -2.3540 -0.2539 0.6149 0.424
H -1.3060 -0.0306 1.7926 0.302
H -1.0460 -0.1333 -1.0419 0.221
H -0.2007 2.0691 0.8984 0.325
H 0.0871 1.8591 -0.8274 0.293
H -1.4828 4.1732 -1.5590 0.344
H -3.9967 4.2923 -1.8458 0.245
H -5.1128 2.6050 -0.3769 0.466
H 0.0006 -1.8817 0.8390 0.312
H 1.8997 -3.4073 1.2992 0.298
H 3.7080 -3.0834 -0.6870 0.413
H 2.7033 -1.8381 -1.2202 0.347
H 0.9954 -3.6762 -1.3913 0.368
H 3.2604 -0.3556 2.6998 0.347
```


DFT (ωB97M-V/def2-TZVPD) results for a single C9H14N4O4 molecule in a non-equilibrium geometry.

- structure (SMILES) = CCCOC(=O)CCNc1n[nH]c(=O)[nH]c1=O
- HOMO energy (eV) = -8.60
- E (eV) = -23711.67145
- largest force on an atom (eV/Å) = 1.060
- relative energy (zero: lowest compared OMol25 entry of this formula, charge and spin) (eV) = 0.265
- multiplicity = 1

```
31
Properties=species:S:1:pos:R:3:mulliken_charge:R:1
C -3.2457 2.6822 -3.5458 -1.328
C -2.4799 1.8664 -2.5133 -0.151
C -1.9147 0.5904 -3.1317 -0.612
O -1.2609 -0.2207 -2.1536 -0.317
C 0.0023 0.0884 -1.8495 0.559
O 0.6296 0.9718 -2.3671 -0.576
C 0.5239 -0.8246 -0.7605 -0.407
C -0.1973 -0.5283 0.5663 -0.848
N 0.2260 -1.4068 1.6213 -0.191
C 1.3073 -1.1672 2.3915 0.398
N 1.9181 -0.0266 2.3860 -0.593
N 2.9510 0.1436 3.2467 -0.063
C 3.4376 -0.7670 4.1310 0.399
O 4.3596 -0.5578 4.8797 -0.619
N 2.7651 -1.9893 4.0897 -0.061
C 1.7127 -2.2963 3.2711 0.710
O 1.1749 -3.3827 3.2554 -0.643
H -4.0775 2.1085 -3.9483 0.336
H -2.5925 2.9652 -4.3675 0.346
H -3.6393 3.5876 -3.0919 0.359
H -3.1387 1.5966 -1.6851 0.282
H -1.6530 2.4563 -2.1137 0.303
H -2.7131 -0.0351 -3.5362 0.366
H -1.2003 0.8407 -3.9226 0.363
H 1.5943 -0.6580 -0.6455 0.314
H 0.3380 -1.8599 -1.0505 0.281
H 0.0267 0.4918 0.8839 0.313
H -1.2745 -0.6437 0.4272 0.353
H -0.0705 -2.3739 1.6064 0.265
H 3.3882 1.0543 3.2028 0.236
H 3.1028 -2.7060 4.7236 0.227
```


DFT (ωB97M-V/def2-TZVPD) results for a gas-phase ion, C9H14NO (charge +1) in a non-equilibrium geometry.

- structure (SMILES) = CC(C)=c1cc/c(=C(/C)[NH3+])o1
- net charge = +1
- HOMO energy (spin up / spin down) (eV) = -11.05 / -11.05
- E (eV) = -13087.95941
- largest force on an atom (eV/Å) = 4.483
- relative energy (zero: lowest compared OMol25 entry of this formula, charge and spin) (eV) = 2.748
- multiplicity = 1

```
25
Properties=species:S:1:pos:R:3:mulliken_charge:R:1
C 2.0934 1.4334 -0.1598 -1.288
C 2.2912 -0.0180 -0.2751 1.035
C 3.5867 -0.6823 0.0938 -1.603
C 1.1391 -0.7167 -0.3623 0.333
C 0.6645 -2.0235 -0.0883 -0.663
C -0.6997 -1.9965 -0.2165 -0.986
C -1.0102 -0.6277 -0.3087 0.719
C -2.2292 -0.0407 -0.1800 0.232
C -2.2907 1.4677 -0.3255 -1.362
N -3.5540 -0.6761 0.0751 -0.175
O 0.0374 0.1447 -0.5020 -0.365
H 1.1397 1.8801 -0.2431 0.248
H 2.8100 1.9128 -0.7302 0.485
H 2.4567 1.8267 0.8012 0.386
H 3.9744 -0.4458 1.1540 0.320
H 4.3066 -0.2095 -0.5057 0.413
H 3.5010 -1.6844 0.0942 0.400
H 1.3081 -2.9140 0.1087 0.360
H -1.4981 -2.7823 -0.1142 0.226
H -1.9440 1.8219 -1.2451 0.385
H -1.7407 2.0607 0.3337 0.315
H -3.2341 1.9449 -0.3590 0.451
H -4.3290 0.0302 -0.2669 0.408
H -3.6017 -0.7138 1.0614 0.371
H -3.5563 -1.5618 -0.3891 0.354
```


DFT (ωB97M-V/def2-TZVPD) results for 2 unconnected molecules or ions with the total composition C9H14NO3 in a non-equilibrium geometry.

- net charge = +1
- HOMO energy (eV) = -12.90
- E (eV) = -17183.01316
- largest force on an atom (eV/Å) = 1.897
- relative energy (zero: lowest compared OMol25 entry of this formula, charge and spin) (eV) = 2.931
- multiplicity = 1

```
27
Properties=species:S:1:pos:R:3:mulliken_charge:R:1
C -1.4232 4.5606 -0.8114 -0.809
O -2.0904 3.2794 -0.8048 -0.398
C -1.3483 2.1493 -0.6821 0.942
C -2.0569 0.9215 -0.6836 -0.730
C -1.3801 -0.2624 -0.5376 -0.457
C 0.0232 -0.2774 -0.3512 0.761
C 0.6405 -1.5443 -0.1296 -0.705
O 1.9068 -1.5909 0.1685 -0.206
C 2.7383 -2.7353 -0.1236 -0.645
C 0.7393 0.9540 -0.3671 -0.725
C 0.0668 2.1448 -0.5462 -0.327
H -2.2402 5.2753 -0.9036 0.244
H -0.8713 4.7278 0.1250 0.358
H -0.7402 4.6463 -1.6693 0.355
H -3.1355 0.9559 -0.7981 0.450
H -1.8967 -1.2178 -0.5431 0.383
H 0.1167 -2.4727 -0.3934 0.659
H 3.7528 -2.3446 -0.1598 0.287
H 2.6472 -3.4547 0.6891 0.251
H 2.4699 -3.1985 -1.0820 0.348
H 1.8204 0.9496 -0.2345 0.432
H 0.6175 3.0907 -0.5727 0.395
N -0.4385 -2.5458 2.1601 -0.524
O 0.6039 -3.5532 2.0040 -0.365
H 0.0516 -1.6560 2.1175 0.364
H -1.0375 -2.6792 1.3495 0.332
H 0.4637 -4.1222 2.7799 0.330
```


DFT (ωB97M-V/def2-TZVPD) results for a molecular structure, C9H14NO6S2Yb in a non-equilibrium geometry.

- net charge = +1
- HOMO energy (eV) = -12.14
- E (eV) = -76522.78474
- largest force on an atom (eV/Å) = 4.336
- multiplicity = 1

```
33
Properties=species:S:1:pos:R:3:mulliken_charge:R:1
C -0.0754 2.4740 -5.9239 -0.004
C -0.5353 1.4737 -5.4600 -0.547
C -1.0642 0.2419 -4.8347 -0.364
C 0.0049 -0.2343 -3.8042 -1.009
C -0.6188 -0.8020 -2.5015 -0.829
S 0.7567 -0.9273 -1.3220 1.280
O 1.1668 0.4985 -1.0093 -0.681
O 1.8564 -1.5449 -2.0010 -0.616
N 0.3180 -1.7812 0.1048 -0.494
S -1.1654 -1.2136 0.7735 1.163
O -2.1539 -2.1268 0.3134 -0.668
O -1.4824 0.1359 0.4085 -0.519
C -1.0532 -1.3286 2.6408 -0.772
C 0.3251 -0.7336 3.2270 -0.021
O 0.0454 -0.1592 4.4595 -0.355
C 0.3195 1.2365 4.4818 0.656
C 1.5116 1.7023 5.3101 -0.938
O -0.3509 1.9833 3.8668 -0.400
H 0.5456 3.3357 -6.0301 0.395
H -1.1705 -0.5350 -5.5966 0.301
H -2.0006 0.4341 -4.3025 0.323
H 0.5753 0.6536 -3.4994 0.448
H 0.7545 -0.9124 -4.2222 0.454
H -1.3424 -0.0600 -2.1487 0.531
H -1.1123 -1.7685 -2.6487 0.435
H -1.2078 -2.3703 2.9321 0.387
H -1.8256 -0.6740 3.0559 0.413
H 0.6723 0.0593 2.4709 0.131
H 1.1307 -1.5616 3.3117 0.328
H 2.3490 1.8536 4.6172 0.237
H 1.2792 2.6192 5.8516 0.351
H 1.7845 0.9068 6.0135 0.342
Yb 1.7793 -0.7348 1.2301 1.043
```


DFT (ωB97M-V/def2-TZVPD) results for 2 unconnected molecules or ions with the total composition C9H14NOS in a non-equilibrium geometry.

- net charge = +1
- HOMO energy (eV) = -11.09
- E (eV) = -23923.32594
- largest force on an atom (eV/Å) = 3.927
- relative energy (zero: lowest compared OMol25 entry of this formula, charge and spin) (eV) = 2.526
- multiplicity = 1

```
26
Properties=species:S:1:pos:R:3:mulliken_charge:R:1
C -2.4165 -3.2443 1.6640 -0.592
C -1.0063 -3.1963 1.4884 -0.415
C -3.2091 -2.1767 1.3857 -0.332
C -0.4460 -1.9712 1.0946 -0.456
C -2.6582 -0.9206 1.0801 -0.609
C -1.2722 -0.8758 1.1891 0.765
C 1.8710 0.9330 -2.3802 -0.066
C 3.2179 0.7279 -0.4266 -1.063
C 0.3093 3.4532 -1.4095 -0.874
N 2.1725 1.3450 -1.1773 0.149
O -0.7181 0.3857 1.1112 -0.427
S 1.7391 2.8490 -0.3895 0.204
H -2.9193 -4.1427 1.7706 0.417
H -0.4242 -4.0329 1.8346 0.382
H -4.3140 -2.3044 1.3967 0.308
H 0.5990 -1.9491 0.9900 0.340
H -3.0658 0.0291 1.0311 0.381
H -1.4205 0.9986 1.2898 0.246
H 2.0601 0.0378 -2.8886 0.320
H 1.3281 1.5385 -3.0660 0.170
H 2.9127 -0.2413 -0.2038 0.371
H 4.1025 0.6841 -0.9650 0.430
H 3.5106 1.2174 0.4969 0.362
H -0.5931 2.8645 -1.3511 0.340
H 0.6340 3.4910 -2.5054 0.299
H 0.0069 4.5004 -1.0596 0.348
```